# 1
Here is a cluster of 3 separate species, C3H8N5 in total from the Open Molecules 2025 dataset. Energies are from ωB97M-V/def2-TZVPD.

Structure (XYZ):
```
16
Properties=species:S:1:pos:R:3:forces:R:3
C -1.2063 1.3545 -0.0606 -2.04 4.71 0.00
C -2.0055 -0.6778 0.0998 -4.46 1.71 0.30
C 0.2909 -0.4191 -0.3751 0.07 1.85 0.08
N -2.2598 0.5908 -0.0086 -0.04 0.32 0.58
N 0.1068 0.9283 -0.1928 0.72 -2.79 0.07
N -0.7976 -1.1368 -0.0334 4.98 -2.42 -0.86
N 1.4676 -0.7930 -0.7931 1.29 -2.74 -1.46
N 1.1863 1.6638 -0.2826 1.02 3.08 0.16
H -1.2633 2.4990 -0.1005 -0.25 -1.93 0.05
H -2.6877 -1.4905 0.2862 -0.91 0.58 -0.04
H 1.7819 -0.6807 1.4439 -1.66 0.58 3.27
H -0.8734 -2.1153 0.0223 1.53 -1.54 -0.29
H 2.2751 -0.1605 -0.9215 -1.22 0.13 0.31
H 1.6624 -1.7433 -1.2006 -0.67 1.23 1.00
H 1.0019 2.7087 -0.0652 -0.14 -2.19 -0.45
H 1.3207 -0.5280 2.1818 1.80 -0.58 -2.73
```
Forces are in eV/Å.

Properties
HOMO-LUMO gap (spin up / spin down)	6.8 / 9.1	eV
spin multiplicity	3
<S²>	2.028
net charge	+1

Results of the Mulliken charge analysis, in e, for atoms 1 through 8: atom 1 (C): 0.153, atom 2 (C): -0.082, atom 3 (C): 0.451, atom 4 (N): -0.409, atom 5 (N): 0.761, atom 6 (N): -0.077, atom 7 (N): -0.360, atom 8 (N): -1.182

=====

# 2
Here is a cluster of 2 separate species, C3H8N5O in total from the Open Molecules 2025 dataset. Energies are from ωB97M-V/def2-TZVPD.

Structure (XYZ):
```
17
Properties=species:S:1:pos:R:3:forces:R:3
C 0.1587 2.6909 -0.0706 0.80 -0.56 0.17
C -2.7242 -0.3053 -0.5968 2.34 1.31 -1.69
C 0.1440 -0.6296 0.3550 -2.71 -1.18 -0.97
N 0.4565 1.7601 0.5335 -0.29 1.28 -0.34
N -2.2430 -0.2727 0.5743 -1.35 -1.04 1.24
N -0.9933 -0.5435 1.0928 0.80 0.38 -3.03
N 1.3759 -0.8297 0.7426 2.09 -0.74 -1.85
N 2.3001 -0.8824 -0.3743 0.65 2.47 0.08
O -0.0597 -0.7585 -0.9398 0.94 0.09 0.54
H 0.0831 3.5477 -0.7023 -0.38 0.20 0.04
H -3.7963 -0.1720 -0.6777 0.01 0.04 0.16
H -2.0915 -0.1888 -1.5531 -1.19 -0.85 1.42
H 1.8129 -0.6696 1.5983 -0.04 0.52 1.84
H 3.1413 -1.4297 -0.1432 -0.75 0.19 0.05
H -1.0439 -0.4548 2.0665 0.56 0.13 1.41
H 2.6142 0.1492 -0.6073 -0.64 -2.52 0.75
H 0.8652 -1.0113 -1.2980 -0.86 0.28 0.19
```
Forces are in eV/Å.

Properties
HOMO-LUMO gap	10.6	eV
spin multiplicity	1
net charge	+1

Results of the Mulliken charge analysis, in e, for atoms 1 through 8: atom 1 (C): 0.042, atom 2 (C): -0.200, atom 3 (C): 0.589, atom 4 (N): -0.341, atom 5 (N): -0.625, atom 6 (N): 0.230, atom 7 (N): -0.046, atom 8 (N): -0.655

=====

# 3
Here is a cluster of 2 separate species, C3H8N5O in total from the Open Molecules 2025 dataset. Energies are from ωB97M-V/def2-TZVPD.

Structure (XYZ):
```
17
Properties=species:S:1:pos:R:3:forces:R:3
C -0.1723 0.1094 2.2790 0.19 0.41 -1.03
C -0.7839 0.8807 1.3027 1.11 -1.71 0.31
C 0.5410 -0.6219 0.2850 0.88 1.16 -1.83
N -0.3201 0.4263 0.1027 1.87 -1.73 1.55
N 0.6644 -0.7920 1.5860 -0.24 -0.33 0.73
N -0.5488 0.9886 -1.1252 1.91 0.21 0.23
N 0.5844 -1.4057 -2.3658 -0.05 0.35 -1.23
N 1.5022 -1.2752 -1.5091 2.20 0.07 1.75
O -1.6616 1.8694 1.2509 0.30 0.73 3.02
H -0.0340 0.2007 3.3291 -0.53 0.13 0.53
H 1.2252 -1.5453 2.0578 -0.86 1.25 -0.91
H -0.6386 1.9789 -1.0345 -0.34 0.59 -0.04
H -1.3396 0.5285 -1.4031 -2.79 -0.41 -1.69
H -0.1080 -2.0664 -2.0865 -0.34 -0.78 -0.31
H 0.3951 -0.8428 -3.1900 0.10 0.50 0.46
H 2.3097 -0.5631 -1.7010 -2.40 -0.98 0.10
H -1.6150 2.1299 2.2221 -1.02 0.54 -1.64
```
Forces are in eV/Å.

Properties
HOMO-LUMO gap (spin up / spin down)	8.6 / 8.6	eV
spin multiplicity	1
net charge	+1

Results of the Mulliken charge analysis, in e, for atoms 1 through 8: atom 1 (C): -0.666, atom 2 (C): 0.646, atom 3 (C): -0.019, atom 4 (N): 0.433, atom 5 (N): -0.062, atom 6 (N): -0.886, atom 7 (N): -0.118, atom 8 (N): -0.197

=====

In order of appearance, relative energy (zero: lowest compared OMol25 entry of this formula, charge and spin) = 7.8 26.2 57.8 kcal/mol.